Formula: C3H10N3O
Source: OMol25
Level of theory: ωB97M-V with the def2-TZVPD basis set

Each atom is followed by the atoms it is bonded to, with distances in Å.
Element x y z (Å)
1 N -0.790 -2.223 -2.714  C2 1.508, H4 1.021, H5 1.018
2 C -1.183 -1.285 -1.600  N1 1.508, O3 1.341, H6 1.098, H7 1.111
3 O -0.975 -1.759 -0.363  C2 1.341
4 H -1.280 -3.095 -2.509  N1 1.021
5 H 0.184 -2.446 -2.520  N1 1.018
6 H -0.628 -0.358 -1.796  C2 1.098
7 H -2.254 -1.063 -1.796  C2 1.111
8 C 0.705 0.606 1.562  C9 1.318, N11 1.415, H12 1.093
9 C 0.777 1.840 1.103  C8 1.318, N10 1.443, H13 1.084
10 N 0.420 2.990 1.898  C9 1.443, H14 1.024, H15 1.031
11 N 1.021 -0.564 0.833  C8 1.415, H16 1.092, H17 1.011
12 H 0.374 0.506 2.599  C8 1.093
13 H 1.124 1.982 0.086  C9 1.084
14 H -0.304 3.542 1.429  N10 1.024
15 H 1.225 3.632 1.967  N10 1.031
16 H 0.183 -1.061 0.340  N11 1.092
17 H 1.398 -1.244 1.479  N11 1.011

## Properties
Charge = -2
Orbital gap (spin up / spin down) = 2.73 / 7.33 eV
E_HOMO (spin up / spin down) = 4.2 / -0.5 eV
Spin multiplicity = 2
<S²> = 0.75